# C35H42F5FeIO3Se

A molecular structure, C35H42F5FeIO3Se at a distorted geometry (the ωB97M-V functional and the def2-TZVPD basis, OMol25).

XYZ file:
```
88
Properties=species:S:1:pos:R:3:forces:R:3:lowdin_charge:R:1
Fe 0.2767 -0.1649 0.1628 -0.78 -0.07 -1.26 0.95
C -1.6159 6.9583 -3.6801 -0.12 -0.19 0.15 -0.07
C -2.4172 5.9621 -2.8389 -0.07 0.08 -0.04 -0.56
C -3.4696 5.3096 -3.7448 0.12 0.12 0.08 -0.05
C -3.1163 6.7405 -1.7175 0.08 -0.06 -0.17 -0.05
C -1.5505 4.8705 -2.2290 0.04 0.04 -0.01 -0.19
C -2.1324 3.9038 -1.4194 0.12 0.08 -0.04 -0.08
C -1.3713 2.8892 -0.8857 0.16 -0.46 0.37 -0.39
Se -2.2060 1.5729 0.2683 -0.02 0.05 -0.51 1.13
C -3.0525 0.4828 -1.0976 0.49 -0.06 0.43 -0.39
C -4.2117 0.9225 -1.7049 -0.15 -0.10 -0.11 -0.08
C -4.8669 0.1161 -2.6216 -0.06 0.16 0.08 -0.19
C -4.3612 -1.1743 -2.8031 0.02 0.12 0.01 0.01
C -3.2062 -1.6461 -2.2145 0.24 -0.10 0.14 -0.09
C -2.4452 -0.7601 -1.3892 -0.64 0.93 -0.01 -0.39
O -1.2856 -1.0481 -0.9113 1.47 -0.46 0.69 -0.20
C -2.7639 -3.0985 -2.3478 0.07 -0.14 -0.01 -0.53
C -1.3207 -3.1869 -2.8600 0.00 0.04 0.13 -0.04
C -2.8511 -3.7334 -0.9505 0.04 0.07 -0.12 -0.03
C -3.6503 -3.9112 -3.3006 0.15 0.19 0.21 -0.07
C -6.0976 0.5586 -3.4044 -0.10 0.01 -0.06 -0.56
C -5.8070 0.4171 -4.9066 -0.07 0.06 0.17 -0.05
C -7.3000 -0.3232 -3.0369 0.12 0.14 -0.06 -0.05
C -6.4678 2.0185 -3.1277 0.07 -0.26 -0.05 -0.07
C 0.0195 2.7577 -1.1192 -1.24 0.82 -0.27 -0.39
O 0.6677 1.7673 -0.6079 1.11 -2.01 0.77 -0.24
C 0.6213 3.7847 -1.9076 0.18 -0.43 0.31 -0.09
C -0.1753 4.7879 -2.4299 -0.26 0.01 0.00 0.02
C 2.1299 3.7643 -2.1232 0.17 -0.03 0.00 -0.53
C 2.6480 4.9451 -2.9522 -0.15 -0.21 0.16 -0.07
C 2.8154 3.8213 -0.7508 -0.01 -0.07 -0.08 -0.04
C 2.5200 2.4727 -2.8531 -0.01 0.04 0.10 -0.04
H -2.2857 7.7107 -4.0938 -0.08 0.07 -0.03 0.08
H -1.1209 6.4569 -4.5077 0.12 -0.02 -0.12 0.08
H -0.8702 7.4667 -3.0738 0.15 0.09 0.03 0.08
H -4.1104 6.0680 -4.1928 -0.13 0.08 -0.06 0.08
H -4.0884 4.6184 -3.1805 -0.13 -0.10 0.04 0.06
H -2.9821 4.7509 -4.5405 0.03 -0.09 -0.11 0.09
H -3.7406 7.5264 -2.1398 -0.13 0.12 -0.01 0.08
H -2.3788 7.1942 -1.0595 0.08 0.09 0.09 0.09
H -3.7387 6.0850 -1.1165 -0.13 -0.06 0.09 0.07
H -3.1877 3.9262 -1.1871 -0.11 0.05 -0.02 0.09
H -4.5794 1.9003 -1.4388 -0.13 0.13 -0.04 0.08
H -4.9169 -1.8408 -3.4437 -0.03 -0.12 -0.10 0.09
H -0.6406 -2.6954 -2.1700 0.03 -0.03 -0.05 0.07
H -1.2374 -2.7066 -3.8336 0.03 0.03 -0.15 0.09
H -1.0242 -4.2306 -2.9570 0.02 -0.15 -0.06 0.08
H -2.2360 -3.1764 -0.2490 0.07 0.02 0.10 0.07
H -2.4985 -4.7631 -0.9785 0.05 -0.17 0.01 0.08
H -3.8810 -3.7247 -0.5945 -0.09 -0.02 0.04 0.09
H -3.6352 -3.4917 -4.3051 -0.06 0.04 -0.13 0.08
H -4.6782 -3.9634 -2.9461 -0.14 0.02 -0.02 0.08
H -3.2669 -4.9283 -3.3569 0.05 -0.11 0.01 0.08
H -5.5969 -0.6162 -5.1679 0.05 -0.12 -0.06 0.07
H -4.9422 1.0186 -5.1763 0.12 0.06 -0.06 0.09
H -6.6577 0.7507 -5.4999 -0.14 0.04 -0.07 0.08
H -7.1163 -1.3631 -3.2928 0.02 -0.15 -0.01 0.07
H -8.1914 0.0048 -3.5706 -0.12 0.03 -0.09 0.08
H -7.4975 -0.2663 -1.9692 -0.03 -0.01 0.14 0.09
H -5.6445 2.6802 -3.3859 0.11 0.12 0.03 0.07
H -6.7291 2.1650 -2.0826 -0.01 0.08 0.15 0.08
H -7.3283 2.3031 -3.7315 -0.10 0.01 -0.07 0.08
H 0.2966 5.5516 -3.0220 0.10 0.10 -0.11 0.08
H 2.4336 5.8943 -2.4656 -0.06 0.15 0.00 0.08
H 2.2180 4.9449 -3.9513 -0.07 0.08 -0.13 0.08
H 3.7290 4.8621 -3.0552 0.11 -0.04 0.00 0.08
H 2.5613 4.7512 -0.2428 0.00 0.07 0.06 0.09
H 3.8972 3.7690 -0.8619 0.19 0.04 -0.04 0.08
H 2.4923 2.9862 -0.1382 -0.03 -0.02 0.11 0.06
H 2.1125 2.4724 -3.8630 -0.04 -0.03 -0.10 0.09
H 2.1322 1.6093 -2.3213 -0.04 -0.07 -0.05 0.06
H 3.6038 2.3852 -2.9167 0.18 0.01 -0.05 0.08
I 4.0652 -1.6944 0.4327 -0.50 0.56 -0.05 0.81
C 2.8161 -0.0109 0.2577 1.06 -0.41 0.07 -0.59
H 3.0447 0.5148 -0.6572 -0.33 -0.01 -0.22 -0.06
H 2.9246 0.6074 1.1415 -0.39 0.01 0.18 -0.03
F -1.7962 -5.5648 3.6826 0.16 0.09 -0.11 0.08
C -1.0652 -4.7729 2.8670 0.01 0.09 -0.02 -0.16
C -0.2086 -5.3269 1.9168 -0.20 -0.03 0.25 -0.15
F -0.0980 -6.6685 1.8508 -0.01 0.28 -0.02 0.10
C 0.5236 -4.5301 1.0623 0.10 0.41 -0.06 -0.13
F 1.3685 -5.1174 0.1896 -0.22 0.11 0.08 0.08
C 0.4259 -3.1056 1.0766 -1.08 -1.02 1.27 -0.36
O 1.0392 -2.3446 0.2859 0.33 1.87 -0.87 -0.18
C -0.4284 -2.6056 2.1018 0.38 0.24 -0.50 -0.11
F -0.4964 -1.2206 2.1908 -0.08 -0.52 -0.04 0.01
C -1.1569 -3.3895 2.9671 -0.09 -0.09 0.10 -0.15
F -1.9465 -2.8312 3.9042 0.15 -0.14 -0.23 0.10
```
Forces are in eV/Å.

Summary:
Total charge   -1
Orbital gap (spin up / spin down)   7.0 / 5.0 eV
Highest occupied orbital energy (spin up / spin down)   -4.805 / -4.753 eV
Relative energy (zero: lowest compared OMol25 entry of this formula, charge and spin)   58.07 kcal per mole
Multiplicity   6


# C4H5N3O

C4H5N3O in the gas phase at a distorted geometry (the ωB97M-V functional and the def2-TZVPD basis, OMol25).

XYZ file:
```
13
Properties=species:S:1:pos:R:3:forces:R:3:nbo_charge:R:1
C 0.2382 -2.0286 -0.3991 0.02 -0.10 0.09 -0.66
C 0.3040 -0.5854 -0.0419 -0.17 0.20 0.00 0.44
N 1.4162 -0.0863 0.3809 0.41 -1.39 -0.15 -0.33
N 1.4870 1.2054 0.7152 0.07 1.08 0.30 -0.17
C 0.4594 1.9695 0.6205 -0.16 0.18 -0.05 -0.07
C -0.8426 1.5362 0.1168 -0.11 -0.52 -0.26 0.59
O -1.8307 2.2063 -0.0726 0.01 0.15 0.12 -0.58
N -0.8232 0.1668 -0.1785 0.06 0.22 -0.01 -0.58
H 0.0197 -2.1423 -1.4595 -0.03 -0.06 -0.08 0.23
H -0.5476 -2.5273 0.1738 0.05 0.00 -0.06 0.23
H 1.2010 -2.4877 -0.1768 -0.14 0.06 -0.04 0.26
H 0.5836 3.0060 0.9003 -0.08 0.08 0.01 0.21
H -1.6650 -0.2326 -0.5791 0.08 0.09 0.13 0.42
```
Forces are in eV/Å.

Summary:
Orbital gap   9.8 eV
Highest occupied orbital energy   -9.666 eV
Relative energy (zero: lowest compared OMol25 entry of this formula, charge and spin)   32.21 kcal per mole
SMILES string   Cc1nncc(=O)[nH]1


# C15H33FO7S

3 unconnected molecules or ions with the total composition C15H33FO7S at a distorted geometry (the ωB97M-V functional and the def2-TZVPD basis, OMol25).

XYZ file:
```
57
Properties=species:S:1:pos:R:3:forces:R:3:nbo_charge:R:1
C -2.1436 -2.7177 3.9444 0.94 -0.08 0.47 -0.64
C -1.9196 -3.9719 2.8991 0.99 0.33 1.98 -0.55
S -2.4502 -3.6257 1.1365 -0.73 0.72 0.68 0.15
C -3.7676 -2.2423 1.0853 -2.00 -1.58 0.20 -0.23
O -3.2811 -1.0165 0.4350 1.45 1.94 3.60 -0.54
C -2.8227 -0.0063 1.3973 -1.44 2.00 4.76 0.99
O -3.4015 0.3288 2.5518 3.35 -2.79 -7.66 -0.57
O -1.6038 0.7785 1.0147 -2.01 -3.12 0.79 -0.54
C -0.3986 0.2037 1.6332 2.32 -0.37 0.81 -0.12
C 0.2343 -1.0782 0.7757 -0.54 1.31 -0.87 0.18
C 1.3118 -0.5502 -0.3886 0.14 -1.63 0.64 -0.68
F 0.8809 -2.0118 1.7461 -1.39 1.93 -2.24 -0.40
H -1.8400 -1.6756 3.4727 -0.79 -2.32 0.89 0.22
H -1.3728 -2.9019 4.8365 -1.81 0.41 -1.83 0.23
H -3.2199 -2.6528 4.4040 2.07 -0.16 -1.08 0.22
H -2.3872 -4.9571 3.3688 0.71 2.15 -1.30 0.23
H -0.7408 -4.1582 2.8641 -2.64 0.47 -0.23 0.25
H -4.6137 -2.6808 0.3653 2.08 1.19 1.43 0.24
H -4.2869 -2.0858 2.1225 1.33 0.07 -1.95 0.25
H 0.4558 1.0312 1.6112 -2.19 -1.46 -0.09 0.21
H -0.5362 -0.0547 2.7883 -0.02 0.37 -2.62 0.21
H -0.6568 -1.5713 0.1755 1.93 0.44 1.72 0.20
H 2.3103 -0.1774 0.1140 -2.07 -0.58 -1.08 0.24
H 0.8445 0.2324 -1.1224 0.71 -1.37 1.74 0.23
H 1.5588 -1.5155 -1.0338 -0.37 2.09 1.33 0.23
C 7.0096 1.4770 2.5524 0.20 0.14 -0.10 -0.25
O 7.7537 1.1217 1.3926 -0.46 -0.25 0.13 -0.55
C 7.3084 -0.1137 0.8227 0.30 0.47 -0.44 -0.09
C 6.4792 0.1277 -0.4412 -0.31 -0.30 0.53 -0.09
O 5.2156 0.7196 -0.1242 0.36 0.28 -0.11 -0.56
C 5.1788 2.1074 -0.4364 -0.16 -0.13 0.08 -0.25
H 7.3059 2.4861 2.8540 0.05 -0.17 -0.12 0.19
H 5.9339 1.4736 2.3558 0.02 -0.06 0.02 0.18
H 7.2418 0.7876 3.3703 -0.11 0.01 0.05 0.17
H 6.7473 -0.7064 1.5544 -0.05 0.11 -0.11 0.18
H 8.2075 -0.6775 0.5506 -0.07 -0.02 -0.02 0.18
H 6.2675 -0.8377 -0.9115 0.05 0.00 0.00 0.18
H 7.0321 0.7402 -1.1632 -0.02 0.00 0.17 0.18
H 5.1943 2.2457 -1.5221 0.06 0.11 0.01 0.17
H 6.0151 2.6442 0.0203 0.01 -0.03 -0.06 0.18
H 4.2450 2.5219 -0.0470 0.08 -0.16 -0.03 0.19
C -3.3099 0.4647 -4.7540 -0.21 -0.20 0.05 -0.25
O -3.9220 0.0162 -3.5501 0.28 0.43 -0.13 -0.55
C -3.4722 0.7533 -2.4083 -0.62 -0.31 0.16 -0.10
C -4.5340 1.7525 -1.9420 0.62 0.24 -0.26 -0.09
O -4.6830 2.8227 -2.8802 -0.32 -0.40 -0.04 -0.55
C -5.8651 2.6918 -3.6614 0.19 0.18 0.01 -0.25
H -3.7944 -0.0417 -5.5941 0.03 0.00 0.20 0.19
H -3.4246 1.5443 -4.8845 0.06 -0.01 0.03 0.18
H -2.2480 0.1994 -4.7539 0.04 0.10 -0.06 0.17
H -2.5206 1.2573 -2.6137 -0.15 0.07 -0.03 0.18
H -3.3015 0.0236 -1.6092 -0.01 0.15 -0.11 0.20
H -4.2038 2.2011 -0.9999 0.01 -0.04 0.03 0.19
H -5.4920 1.2515 -1.7592 0.11 -0.02 -0.11 0.18
H -6.7467 2.8558 -3.0337 -0.08 -0.08 -0.06 0.17
H -5.9244 1.7097 -4.1389 -0.03 0.00 0.06 0.18
H -5.8471 3.4575 -4.4417 0.09 -0.05 0.17 0.19
```
Forces are in eV/Å.

Summary:
Orbital gap   9.4 eV
Highest occupied orbital energy   -9.138 eV
SMILES string   CCSCOC(=O)OC[C@@H](C)F.COCCOC.COCCOC


# C6H10O2S

A molecular structure, C6H10O2S at a distorted geometry (the ωB97M-V functional and the def2-TZVPD basis, OMol25).

XYZ file:
```
19
Properties=species:S:1:pos:R:3:forces:R:3:nbo_charge:R:1
C -1.9103 0.1581 0.0784 2.20 -0.81 0.28 0.38
C -0.4365 0.6822 -0.1079 -1.74 0.60 0.95 0.15
C 0.2149 -0.7634 -0.2200 -1.57 2.18 1.29 -0.09
C -0.0710 1.5463 1.1375 -1.34 0.57 0.24 -0.65
C 1.2126 -1.0269 0.8662 0.53 -3.13 1.42 -0.68
C 0.5858 -1.0932 -1.6087 -0.22 1.15 -1.20 -0.63
O -2.9779 0.6279 0.2231 -1.52 1.63 -0.17 -0.54
O -0.3606 1.4683 -1.2818 0.42 -0.35 0.28 -0.71
S -1.4801 -1.4997 0.1847 0.96 -1.51 0.07 0.21
H -0.2632 1.0137 2.1348 0.88 0.63 -1.53 0.23
H -0.7426 2.4959 1.2122 1.02 -1.69 -0.54 0.23
H 0.9415 1.8872 0.8918 0.03 -0.08 0.91 0.23
H 1.4444 -2.1078 0.8783 -0.33 -0.25 -0.64 0.22
H 0.7862 -1.0617 1.9009 0.42 1.20 -0.82 0.24
H 2.2662 -0.7363 0.7960 -0.52 1.24 -0.09 0.24
H -0.2755 -0.7913 -2.2939 1.37 -0.78 0.72 0.24
H 0.8096 -2.1358 -1.5814 0.09 -0.88 -0.74 0.22
H 1.4895 -0.5237 -1.9069 -0.43 -0.32 0.05 0.22
H -1.2330 1.8601 -1.3032 -0.26 0.59 -0.48 0.48
```
Forces are in eV/Å.

Summary:
Orbital gap   10.0 eV
Highest occupied orbital energy   -9.355 eV
Relative energy (zero: lowest compared OMol25 entry of this formula, charge and spin)   5.35 kcal per mole


> Number 3 is which compound?

C15H33FO7S


Please write out number 4 again, unchanged.
# C6H10O2S

A molecular structure, C6H10O2S at a distorted geometry (the ωB97M-V functional and the def2-TZVPD basis, OMol25).

XYZ file:
```
19
Properties=species:S:1:pos:R:3:forces:R:3:nbo_charge:R:1
C -1.9103 0.1581 0.0784 2.20 -0.81 0.28 0.38
C -0.4365 0.6822 -0.1079 -1.74 0.60 0.95 0.15
C 0.2149 -0.7634 -0.2200 -1.57 2.18 1.29 -0.09
C -0.0710 1.5463 1.1375 -1.34 0.57 0.24 -0.65
C 1.2126 -1.0269 0.8662 0.53 -3.13 1.42 -0.68
C 0.5858 -1.0932 -1.6087 -0.22 1.15 -1.20 -0.63
O -2.9779 0.6279 0.2231 -1.52 1.63 -0.17 -0.54
O -0.3606 1.4683 -1.2818 0.42 -0.35 0.28 -0.71
S -1.4801 -1.4997 0.1847 0.96 -1.51 0.07 0.21
H -0.2632 1.0137 2.1348 0.88 0.63 -1.53 0.23
H -0.7426 2.4959 1.2122 1.02 -1.69 -0.54 0.23
H 0.9415 1.8872 0.8918 0.03 -0.08 0.91 0.23
H 1.4444 -2.1078 0.8783 -0.33 -0.25 -0.64 0.22
H 0.7862 -1.0617 1.9009 0.42 1.20 -0.82 0.24
H 2.2662 -0.7363 0.7960 -0.52 1.24 -0.09 0.24
H -0.2755 -0.7913 -2.2939 1.37 -0.78 0.72 0.24
H 0.8096 -2.1358 -1.5814 0.09 -0.88 -0.74 0.22
H 1.4895 -0.5237 -1.9069 -0.43 -0.32 0.05 0.22
H -1.2330 1.8601 -1.3032 -0.26 0.59 -0.48 0.48
```
Forces are in eV/Å.

Summary:
Orbital gap   10.0 eV
Highest occupied orbital energy   -9.355 eV
Relative energy (zero: lowest compared OMol25 entry of this formula, charge and spin)   5.35 kcal per mole